# 1
# C17H13ClF5N3O3

An isolated molecule of C17H13ClF5N3O3 at a distorted geometry (ωB97M-V with the def2-TZVPD basis set, the Open Molecules 2025 dataset).

```
42
Properties=species:S:1:pos:R:3:forces:R:3
O 0.82687 2.75947 -2.58413 0.173 0.377 -0.269
C 0.44079 1.98890 -1.73835 -0.247 -0.240 0.504
N -0.14044 0.79640 -1.98889 -0.300 -0.227 -0.084
C -0.27712 0.23603 -3.31122 0.279 -0.044 -0.195
C 0.52008 -1.05953 -3.49444 -0.354 0.046 0.052
C -0.03411 -2.27455 -2.72744 0.063 0.221 -0.364
N 0.44324 -2.35112 -1.36868 0.508 -0.338 -0.086
C -0.13824 -1.90116 -0.25214 0.126 -0.079 0.366
C -1.47204 -1.41684 -0.23684 -0.004 -0.154 -0.056
C -2.04204 -0.88341 0.88749 0.314 -0.006 0.259
C -1.31146 -0.80093 2.07815 -0.054 -0.063 0.098
C -1.92882 -0.13171 3.26887 0.013 0.176 -0.058
F -3.21137 -0.48498 3.44865 -0.178 -0.144 -0.106
F -1.28794 -0.38749 4.41123 0.247 -0.142 0.110
F -1.93206 1.21163 3.12066 -0.004 0.126 -0.049
C -0.02815 -1.29616 2.12177 -0.166 -0.008 -0.046
C 0.56034 -1.85369 0.98856 -1.088 0.343 0.019
N 1.89866 -2.32058 1.13906 0.293 -0.128 0.192
O 2.47092 -2.08174 2.17935 0.274 -0.037 0.194
O 2.41382 -2.94103 0.21743 0.291 -0.169 -0.124
C 0.54893 2.24885 -0.25384 0.288 -0.010 0.032
C -0.21629 3.23139 0.35596 0.099 -0.046 0.251
C -0.10550 3.45321 1.71745 0.128 -0.152 -0.156
F -0.84845 4.40354 2.29201 0.052 -0.072 0.119
C 0.77659 2.69345 2.48097 0.002 -0.030 -0.267
F 0.88493 2.90044 3.79530 -0.112 0.078 -0.050
C 1.56052 1.72189 1.88358 -0.168 0.170 0.017
C 1.44230 1.51245 0.51904 -0.277 0.264 0.030
Cl 2.45982 0.34545 -0.24111 0.432 -0.051 -0.086
H -0.46853 0.24618 -1.20949 0.079 0.260 0.023
H 0.09709 0.99432 -4.00298 -0.141 -0.080 0.037
H -1.33635 0.05665 -3.52726 0.046 0.036 -0.069
H 0.51467 -1.30028 -4.55764 0.023 -0.030 -0.076
H 1.55485 -0.88945 -3.19371 0.061 -0.011 -0.061
H -1.12454 -2.27019 -2.75685 0.026 -0.109 -0.031
H 0.30757 -3.18447 -3.22785 -0.147 0.039 0.043
H 1.40207 -2.67472 -1.25125 -0.408 0.109 0.062
H -2.06491 -1.48449 -1.13416 -0.021 0.012 -0.126
H -3.05924 -0.52424 0.86222 -0.113 0.031 -0.054
H 0.54680 -1.26992 3.03571 -0.015 0.029 -0.020
H -0.89654 3.83259 -0.22604 -0.092 0.097 -0.035
H 2.25326 1.14989 2.48084 0.075 -0.044 0.058
```
Positions in Å, forces in eV/Å.

HOMO in eV: -9.0
SMILES: O=C(NCCCNc1ccc(C(F)(F)F)cc1[N+](=O)[O-])c1cc(F)c(F)cc1Cl
Multiplicity: 1



# 2
# C37H57Cl24N4O8

A cluster of 9 separate species, C37H57Cl24N4O8 in total at a distorted geometry (ωB97M-V with the def2-TZVPD basis set, the Open Molecules 2025 dataset).

```
130
Properties=species:S:1:pos:R:3:forces:R:3
C -0.92929 0.48733 5.48842 -0.067 0.285 -0.779
C -0.96233 -0.03922 4.07926 -0.084 -0.094 0.231
O -0.79846 -1.17801 3.76600 0.133 -0.293 -0.157
O -1.17954 0.92716 3.11892 -0.096 0.103 0.505
C -2.58448 1.21233 2.91760 0.133 -0.194 -1.348
C -2.96096 0.70632 1.51672 0.138 0.854 0.406
C -2.28729 1.61386 0.49174 0.502 -0.592 -0.437
C -2.23793 1.01217 -0.92254 -0.348 0.992 0.481
C -1.88280 2.14517 -1.92553 -0.089 -0.756 0.224
C -0.77282 1.87547 -2.93416 -1.084 1.016 -0.128
N 0.63261 1.81122 -2.41930 0.379 -0.215 -0.522
C 1.02316 3.00764 -1.61264 1.128 0.907 -0.023
C 1.12324 4.27864 -2.47635 -0.310 0.675 0.249
C 0.46954 5.44472 -1.69924 0.012 -0.652 -0.409
C 0.44752 6.75763 -2.47658 -0.957 0.114 0.884
C -0.74292 6.77624 -3.44640 0.675 0.346 -0.135
N -0.63742 7.90775 -4.38908 0.130 -0.678 -0.088
C 2.39484 2.79608 -0.92136 -1.012 -0.037 0.716
O 2.10972 2.44495 0.43321 0.080 -0.069 -0.263
N 3.16870 1.81004 -1.61908 -0.049 -0.181 0.243
C 4.59951 1.83929 -1.34446 1.096 0.334 -0.494
O 4.94604 2.60442 -0.16311 -0.908 0.118 -0.434
C 6.01828 3.42785 -0.36412 0.588 0.853 0.546
C 5.84116 4.82105 0.18784 -0.969 -0.380 0.179
O 7.02641 3.07839 -0.88934 0.068 -0.500 -0.557
C 2.56041 0.49591 -1.45401 0.071 -0.108 0.433
O 3.26886 -0.43816 -2.24566 -0.330 0.293 0.027
C 3.86417 -1.45815 -1.51109 0.456 -0.335 0.488
O 5.03732 -1.60392 -1.59785 0.581 0.049 -0.331
C 3.02957 -2.39050 -0.68842 -0.849 -0.182 -0.058
C 2.57002 -3.54009 -1.33388 0.221 -0.109 -0.248
C 1.76171 -4.47020 -0.68924 0.196 0.589 0.123
C 1.40668 -4.24953 0.64148 -0.272 -0.023 -0.778
C 1.88855 -3.11763 1.28600 -0.286 0.112 0.600
C 2.68863 -2.17816 0.64964 0.104 -0.090 -0.730
C 1.03530 0.52907 -1.76924 0.508 -1.019 0.888
C 0.60027 -0.73413 -2.52123 -0.964 0.348 -0.812
C 0.79748 -0.72727 -4.05946 0.752 -0.118 -0.155
O -0.40759 -0.86482 -4.79941 -0.232 0.217 0.165
C 1.72314 -1.82962 -4.59366 -0.566 0.000 -0.579
N 1.30966 -3.18250 -4.23177 -0.013 -0.160 0.075
H -1.84846 1.05840 5.63021 0.024 -0.047 0.296
H -0.10428 1.20226 5.52567 0.032 -0.051 0.249
H -0.81574 -0.32033 6.20089 0.000 0.050 0.076
H -3.22562 0.77979 3.68304 0.193 0.029 0.186
H -2.67341 2.29653 2.86889 -0.198 0.021 0.536
H -4.04551 0.81519 1.42235 -0.024 -0.335 -0.118
H -2.64210 -0.32823 1.38123 -0.159 -0.079 0.103
H -1.23893 1.78811 0.76516 -0.066 -0.009 0.255
H -2.73927 2.60799 0.47723 -0.282 -0.122 -0.002
H -3.22099 0.62226 -1.18385 0.060 -0.171 -0.003
H -1.53024 0.18404 -0.89333 -0.053 -0.049 -0.245
H -1.74627 3.07273 -1.36858 0.298 0.030 -0.116
H -2.77526 2.32446 -2.52965 0.108 0.048 -0.144
H -1.04643 1.01422 -3.53277 0.574 -0.223 0.111
H -0.78813 2.71673 -3.62908 0.190 -0.050 -0.034
H 1.22722 1.88987 -3.25173 -0.002 -0.132 0.009
H 0.33431 3.20573 -0.79540 -0.366 -0.532 -0.171
H 0.66223 4.19619 -3.46293 -0.079 -0.150 0.064
H 2.15806 4.58150 -2.65016 0.108 -0.431 -0.136
H 0.94762 5.51943 -0.71752 0.105 0.172 -0.074
H -0.55890 5.12401 -1.49342 -0.065 0.269 0.081
H 1.39722 6.99580 -2.95932 0.007 -0.232 -0.127
H 0.25355 7.54598 -1.74359 0.253 0.158 -0.115
H -0.78226 5.80387 -3.95350 -0.120 0.097 -0.166
H -1.66335 6.89004 -2.86985 0.003 -0.153 0.044
H 0.32103 8.23773 -4.38567 -0.046 0.147 -0.014
H -0.77912 7.54615 -5.32546 -0.182 0.284 -0.064
H 2.87634 3.76970 -0.88182 0.322 -0.134 -0.427
H 2.72125 2.94041 0.99296 -0.005 -0.342 0.121
H 5.07021 0.86247 -1.26629 -0.461 -0.206 -0.044
H 5.08438 2.33988 -2.18350 0.051 -0.054 0.014
H 4.78537 5.10042 0.14226 0.042 0.051 0.055
H 6.41387 5.54165 -0.38417 0.298 -0.112 0.133
H 6.11566 4.80617 1.24322 0.188 0.181 -0.045
H 2.65854 0.16491 -0.41571 -0.208 0.141 0.027
H 2.84765 -3.71655 -2.36718 -0.047 0.035 0.018
H 1.41876 -5.32419 -1.25920 -0.034 -0.109 0.192
H 0.75410 -4.98178 1.13738 0.152 1.253 -0.532
H 1.59947 -2.94556 2.31749 0.065 -0.005 -0.028
H 3.04909 -1.28575 1.14390 -0.104 -0.129 0.269
H 0.56342 0.50818 -0.78459 -0.178 0.234 -0.093
H -0.47183 -0.85913 -2.34589 0.036 -0.014 0.057
H 1.04384 -1.62965 -2.09418 0.223 0.236 0.298
H 1.27415 0.21638 -4.37621 -0.055 0.009 0.052
H -1.18733 -0.82946 -4.23522 0.038 -0.244 0.040
H 1.61092 -1.75635 -5.67816 0.206 0.101 -0.006
H 2.77332 -1.62137 -4.39080 -0.051 -0.081 0.389
H 0.67600 -3.20009 -3.44114 0.138 0.060 0.105
H 0.78870 -3.60856 -4.98610 0.048 0.057 -0.064
C 3.71446 0.50656 3.92331 -0.075 -0.013 0.014
Cl 3.49501 2.00292 4.82693 -0.056 0.015 0.046
Cl 2.21312 -0.41836 3.85879 0.039 0.029 0.019
Cl 4.28936 0.86341 2.29360 0.162 0.040 0.030
H 4.46036 -0.08996 4.43252 0.018 -0.003 -0.036
C -3.45027 -2.46282 -2.06852 -0.083 -0.179 0.022
Cl -1.89411 -3.29638 -2.12407 -0.002 0.033 0.042
Cl -3.51177 -1.15571 -3.27418 0.025 0.026 -0.010
Cl -4.76870 -3.59062 -2.30627 0.010 0.073 0.026
H -3.55837 -2.01373 -1.08876 0.056 0.060 -0.024
C -5.82875 2.92291 4.65722 0.046 -0.078 -0.120
Cl -4.30311 2.73756 5.52521 -0.030 0.110 0.161
Cl -5.60096 3.91426 3.21397 0.002 0.007 0.011
Cl -6.49476 1.34659 4.23133 0.004 0.012 0.008
H -6.53125 3.42589 5.30856 0.008 0.006 0.000
C 1.31105 -7.81983 3.38187 0.162 -0.213 -0.205
Cl 2.71506 -8.88571 3.41266 -0.024 0.049 0.019
Cl 1.54016 -6.50760 2.20383 0.221 -1.119 0.941
Cl -0.15467 -8.72502 3.01574 0.012 0.004 -0.026
H 1.20198 -7.37746 4.36137 0.003 0.019 0.005
C -5.39406 -4.37423 -6.56521 -0.101 0.037 -0.012
Cl -6.81870 -3.83803 -7.45070 0.035 -0.006 -0.006
Cl -4.52110 -2.99090 -5.89143 -0.001 -0.103 -0.089
Cl -5.83994 -5.51488 -5.29556 0.037 -0.006 -0.016
H -4.73588 -4.88196 -7.25763 0.011 0.005 0.011
C -0.90821 -8.49536 7.21886 0.014 -0.172 -0.094
Cl 0.53088 -9.51369 7.25291 0.008 0.041 0.005
Cl -0.68289 -7.14300 6.10022 -0.112 0.197 0.182
Cl -2.32825 -9.42886 6.76789 -0.015 -0.012 0.059
H -1.06270 -8.09101 8.21029 0.007 0.031 -0.014
C -5.69118 -8.24227 4.47824 0.058 -0.062 0.084
Cl -5.67224 -7.12457 5.84466 -0.013 0.020 -0.024
Cl -4.09145 -8.35434 3.74400 0.001 0.047 -0.077
Cl -6.25858 -9.83347 4.98239 -0.006 0.019 -0.016
H -6.37818 -7.85714 3.73678 -0.002 -0.001 0.006
C 0.10929 4.01273 3.16041 -0.004 -0.153 0.059
Cl 1.65938 4.65358 2.61396 0.158 0.251 0.138
Cl -0.27287 4.57671 4.78154 0.017 -0.038 -0.028
Cl -1.16624 4.46243 2.02488 0.014 0.145 -0.034
H 0.17759 2.93041 3.18384 -0.050 -0.002 -0.069
```
Positions in Å, forces in eV/Å.

Charge: +1
HOMO in eV: -11.5
Multiplicity: 1